Formula: C9H16O3S
Source: the Open Molecules 2025 dataset
Level of theory: ωB97M-V/def2-TZVPD

Results
E_HOMO: -8.4 eV
LUMO energy: 0.5 eV
total charge: 0
relative energy (zero: lowest compared OMol25 entry of this formula, charge and spin): 130.5 kJ/mol
SMILES: C=C1CCCCC1.O=C=O.CSO

Each line ends with the Mulliken charge.
Positions of all 29 atoms, in Å:
1 C 1.845987 0.356199 -1.227975  -1.507
2 C 0.603724 -0.047468 -1.587733  1.040
3 C -0.749058 0.502245 -1.234003  -1.080
4 C -1.556389 -0.503943 -0.319427  -0.348
5 C -1.661286 -1.836977 -0.951095  -1.019
6 C -0.168310 -2.367251 -1.182254  -0.540
7 C 0.458208 -1.451514 -2.094623  -0.808
8 H 1.947697 1.287922 -0.826169  0.524
9 H 2.694621 -0.246290 -1.481625  0.250
10 H -1.261256 0.648393 -2.165832  0.546
11 H -0.570775 1.435691 -0.806307  0.418
12 H -2.590361 -0.171307 -0.283294  0.190
13 H -1.016260 -0.396223 0.551777  0.429
14 H -2.312179 -2.506792 -0.334714  0.346
15 H -2.070977 -1.808681 -1.897420  0.448
16 H 0.167412 -2.205828 -0.178059  0.290
17 H 0.026665 -3.403553 -1.542430  0.288
18 H 1.534272 -1.817442 -2.259839  0.316
19 H -0.082168 -1.312353 -3.058409  0.292
20 O 3.663129 1.014643 2.079129  -0.388
21 C 3.392894 0.790557 3.176087  0.772
22 O 3.033580 0.627096 4.260518  -0.365
23 C -1.531966 2.531969 2.182829  -0.591
24 S 0.188000 2.247246 1.455579  0.026
25 O 0.350325 0.589855 1.714683  -0.443
26 H -1.680774 3.498799 1.804727  0.331
27 H -1.801229 2.385176 3.283790  0.279
28 H -2.072147 1.788903 1.474062  0.073
29 H 1.218623 0.370929 1.448025  0.233

Atoms 1-2, force components in eV/Å:
-2.5 -1.5 -1.5
0.9 -1.5 1.5